[1]
C15H25F2NO14 | ωB97M-V/def2-TZVPD

Last column: natural (NBO) charge in e.
Positions of all 57 atoms, in Å:
F: 3.362 -3.751 1.641  -0.263
F: 2.600 0.340 2.314  -0.278
O: 4.101 -1.813 0.962  -0.488
O: 3.175 -0.673 4.157  -0.482
O: 0.088 -3.570 1.565  -0.513
O: 0.139 -1.582 -5.377  -0.644
O: 0.618 -2.520 -0.320  -0.654
O: -3.338 2.578 -6.172  -0.494
O: 1.153 -1.552 1.629  -0.386
O: 0.615 -1.378 10.373  -0.495
O: 1.158 0.096 8.901  -0.493
O: 0.816 -2.121 -3.294  -0.509
O: 1.760 -0.456 -4.277  -0.496
O: -5.171 3.415 -5.151  -0.647
O: -3.996 4.559 -6.700  -0.495
O: 2.736 -0.612 10.354  -0.648
N: 2.282 -1.921 2.442  -0.275
C: 0.801 1.469 -5.426  -0.637
C: -4.557 0.470 -6.040  -0.638
C: 0.591 -2.656 1.007  0.947
C: 2.124 0.950 8.270  -0.071
C: 3.024 0.179 7.328  -0.638
C: 1.619 -0.632 9.913  0.981
C: -4.263 3.503 -5.933  0.981
C: 2.735 -0.713 3.057  0.956
C: 0.980 -2.260 11.435  -0.256
C: -4.948 5.618 -6.588  -0.256
C: -0.179 -3.149 -3.261  -0.259
C: 0.833 -1.400 -4.414  0.983
C: 3.329 -2.456 1.618  0.928
C: 1.902 0.433 -5.396  -0.072
C: -3.488 1.355 -5.438  -0.071
H: 0.059 -2.698 11.806  0.194
H: -4.588 -0.492 -5.528  0.218
H: 1.542 1.683 7.714  0.188
H: 2.431 -0.382 6.608  0.217
H: -5.899 5.318 -7.026  0.189
H: 0.751 2.000 -4.475  0.212
H: -2.521 0.858 -5.493  0.191
H: 1.940 -0.138 -6.323  0.196
H: 3.683 0.858 6.788  0.219
H: -5.540 0.934 -5.961  0.224
H: -0.168 1.002 -5.590  0.220
H: 1.631 -3.049 11.062  0.188
H: 0.010 -3.737 -2.371  0.206
H: -5.090 5.910 -5.550  0.197
H: 1.388 -1.982 -0.535  0.507
H: 3.639 -0.536 7.873  0.223
H: 2.869 0.913 -5.265  0.192
H: -4.545 6.458 -7.146  0.195
H: -4.357 0.300 -7.099  0.213
H: 0.974 2.191 -6.224  0.223
H: -1.172 -2.707 -3.191  0.189
H: -3.688 1.568 -4.388  0.194
H: 1.472 -1.720 12.241  0.197
H: 2.697 1.487 9.025  0.193
H: -0.117 -3.794 -4.134  0.198

Values from the calculation:
- E_LUMO: -0.862 eV
- Charge: 0
- M: 481.35 g mol⁻¹
- Structure (SMILES): O=C(O)ON(C(=O)F)C(=O)F.CCOC(=O)OC.CCOC(=O)OC.CCOC(=O)OC
- Energy: -51548.9866 eV

[2]
C15H25I2N3O6P2RuTe | ωB97M-V/def2-TZVPD

Last column: natural (NBO) charge in e.
Positions of all 55 atoms, in Å:
I: 0.352 2.614 -2.923  0.386
I: 2.923 1.685 -3.130  -0.110
Te: 1.579 0.771 0.804  0.776
Ru: -0.382 0.965 -0.853  0.967
P: -2.821 2.522 -1.944  2.408
P: -1.806 2.558 0.826  2.364
O: -2.442 1.074 -1.809  -1.113
O: -1.921 1.103 1.098  -1.071
O: -1.807 3.430 -2.595  -1.153
O: -0.516 2.920 0.077  -1.076
O: -4.202 2.706 -2.687  -0.987
O: -1.997 3.497 2.093  -1.002
N: -1.402 -2.633 -2.473  -0.471
N: -0.556 -0.969 -1.384  -0.530
N: -2.700 4.762 -0.414  -0.682
C: -0.098 -1.018 -3.866  -0.685
C: -0.681 -1.515 -2.597  0.458
C: 2.861 -2.562 3.231  -0.217
C: 3.813 -3.227 2.456  0.074
C: 2.141 -1.488 2.739  -0.033
C: 2.383 -1.080 1.419  -0.246
C: 1.150 -0.768 3.615  -0.649
C: 3.290 -1.759 0.589  -0.032
C: -1.251 -1.766 -0.480  -0.076
C: -4.507 3.170 0.275  -0.651
C: -3.100 3.310 -0.272  -0.612
C: 3.989 -2.821 1.132  -0.217
C: -1.779 -2.808 -1.158  -0.044
C: 4.625 -4.341 3.028  -0.645
C: 3.505 -1.352 -0.837  -0.649
H: -1.677 4.810 -0.509  0.473
H: 0.838 -0.496 -3.679  0.258
H: 3.954 -2.159 -1.414  0.246
H: -4.713 1.909 -2.893  0.541
H: -1.313 -1.529 0.568  0.253
H: 4.304 -4.602 4.033  0.231
H: -2.368 -3.643 -0.823  0.259
H: 0.095 -1.850 -4.542  0.259
H: -0.788 -0.334 -4.366  0.262
H: -2.973 5.301 0.411  0.450
H: -1.654 -3.239 -3.238  0.451
H: 2.687 -2.890 4.248  0.228
H: -4.606 3.677 1.236  0.241
H: 4.181 -0.495 -0.906  0.236
H: 4.580 -5.227 2.393  0.239
H: 4.700 -3.351 0.509  0.227
H: -4.727 2.115 0.440  0.266
H: -1.753 3.125 2.956  0.546
H: 0.239 -0.517 3.066  0.208
H: -3.102 5.189 -1.252  0.459
H: 5.679 -4.054 3.069  0.245
H: 0.868 -1.373 4.474  0.251
H: 2.563 -1.073 -1.313  0.206
H: 1.589 0.161 3.991  0.234
H: -5.247 3.565 -0.421  0.249

Values from the calculation:
- E_LUMO (spin up / spin down): -7.210 / -8.069 eV
- Multiplicity: 5
- Charge: +2
- M: 887.81 g mol⁻¹
- Energy: -77361.3757 eV
- <S²>: 6.0384

[3]
C15H25KN4O2 | ωB97M-V/def2-TZVPD

Last column: natural (NBO) charge in e.
Positions of all 47 atoms, in Å:
K: -0.268 -0.116 -1.702  0.865
O: -2.138 -0.117 -5.293  -0.580
O: -2.156 -0.878 -3.210  -0.841
N: -0.475 -2.168 0.149  -0.466
N: 1.879 1.065 0.045  -0.493
N: -1.732 0.641 0.604  -0.462
N: 2.504 3.191 0.303  -0.547
C: 0.727 -2.319 0.948  -0.422
C: -1.545 1.905 1.298  -0.412
C: 2.899 1.134 0.990  0.064
C: -1.641 -1.856 0.965  -0.234
C: -3.334 -0.876 -5.488  -0.284
C: 4.304 2.838 2.053  -0.254
C: 1.693 2.299 -0.329  0.217
C: 4.908 1.823 2.767  -0.204
C: 4.525 0.483 2.598  -0.223
C: -1.657 -0.455 1.568  -0.228
C: 3.300 2.464 1.167  0.151
C: 3.527 0.123 1.716  -0.202
C: -3.003 0.640 -0.117  -0.440
C: -1.556 -0.168 -4.044  0.287
C: -0.719 -3.351 -0.665  -0.422
H: 0.158 -3.561 -1.279  0.201
H: 5.696 2.065 3.468  0.218
H: -3.057 1.520 -0.758  0.209
H: 0.970 2.622 -1.064  0.201
H: -4.084 -0.639 -4.733  0.178
H: -2.528 -1.995 0.344  0.211
H: -0.765 -0.301 2.177  0.200
H: 0.957 -1.390 1.467  0.204
H: -3.861 0.662 0.573  0.170
H: -0.925 -4.242 -0.051  0.168
H: -2.323 2.082 2.058  0.170
H: -0.572 1.916 1.791  0.202
H: -3.134 -1.948 -5.442  0.172
H: -2.520 -0.421 2.257  0.174
H: 0.630 -3.126 1.693  0.168
H: 1.571 -2.554 0.297  0.202
H: -1.581 2.729 0.582  0.197
H: 2.530 4.184 0.156  0.423
H: -3.700 -0.609 -6.478  0.176
H: 4.598 3.873 2.173  0.219
H: 3.247 -0.913 1.583  0.223
H: 5.030 -0.283 3.172  0.218
H: -3.084 -0.227 -0.772  0.228
H: -1.563 -3.175 -1.333  0.225
H: -1.733 -2.574 1.799  0.175

Values from the calculation:
- E_LUMO: 0.099 eV
- Energy relative to the best compared isomer or geometry (same formula, charge and spin): 5.7 kcal per mole
- Charge: 0
- M: 332.49 g mol⁻¹
- Energy: -42340.5114 eV

[4]
C15H25N2O4S | ωB97M-V/def2-TZVPD

Last column: natural (NBO) charge in e.
Positions of all 47 atoms, in Å:
S: 0.742 1.563 -0.703  2.323
O: -5.858 1.346 0.514  -0.572
O: 1.415 0.382 -1.228  -0.977
O: 0.927 2.804 -1.369  -0.885
O: -5.424 -0.833 0.165  -0.501
N: 3.562 -0.253 0.147  -0.425
N: 1.436 1.739 0.808  -0.887
C: -7.614 -0.960 -0.909  -0.636
C: -3.635 0.679 0.002  -0.113
C: 6.066 0.011 0.292  -0.638
C: 1.744 0.587 1.624  -0.250
C: -3.177 1.995 0.003  -0.144
C: 3.557 -1.737 0.094  -0.215
C: 3.527 -2.253 -1.335  -0.639
C: -5.097 0.451 0.252  0.772
C: 3.240 0.252 1.504  -0.222
C: -2.757 -0.375 -0.233  -0.174
C: 4.780 0.372 -0.434  -0.217
C: -1.416 -0.111 -0.457  -0.148
C: -6.805 -1.168 0.362  -0.075
C: -1.838 2.260 -0.223  -0.192
C: -0.979 1.200 -0.445  -0.356
H: 6.011 0.238 1.353  0.218
H: 6.878 0.596 -0.132  0.252
H: -8.636 -1.286 -0.741  0.228
H: 3.319 -3.319 -1.326  0.247
H: 1.506 0.782 2.671  0.242
H: -3.128 -1.387 -0.245  0.247
H: -7.623 0.092 -1.180  0.225
H: 4.625 1.452 -0.413  0.227
H: -6.797 -2.218 0.659  0.196
H: 6.322 -1.037 0.168  0.220
H: 4.426 -2.117 0.633  0.223
H: 2.755 0.044 -0.484  0.494
H: 2.657 -2.073 0.612  0.217
H: -7.205 -0.551 1.173  0.204
H: -7.189 -1.536 -1.728  0.213
H: 3.525 -0.491 2.251  0.229
H: -3.886 2.789 0.177  0.258
H: 1.142 -0.262 1.288  0.215
H: 4.844 0.068 -1.479  0.230
H: 1.207 2.596 1.279  0.426
H: 4.476 -2.108 -1.842  0.221
H: -1.456 3.268 -0.252  0.245
H: 3.804 1.168 1.687  0.230
H: -0.715 -0.904 -0.667  0.229
H: 2.741 -1.755 -1.898  0.233

Values from the calculation:
- E_LUMO: -2.789 eV
- Charge: +1
- M: 329.44 g mol⁻¹
- Structure (SMILES): CCOC(=O)c1ccc(S(=O)(=O)NCC[NH+](CC)CC)cc1
- Energy: -37960.4513 eV

[5]
C15H25N5O2 | ωB97M-V/def2-TZVPD

Last column: natural (NBO) charge in e.
Positions of all 47 atoms, in Å:
O: -4.286 2.187 -0.657  -0.634
O: -2.044 -0.867 1.881  -0.650
N: 0.514 0.689 1.114  -0.341
N: 2.516 1.809 0.483  -0.601
N: 0.361 2.485 -0.220  -0.569
N: -2.045 2.441 -0.525  -0.408
N: -3.142 0.677 0.592  -0.452
C: -0.830 0.855 0.794  -0.112
C: 1.061 -0.398 1.882  -0.220
C: -1.989 0.122 1.165  0.650
C: -0.874 1.972 -0.022  0.386
C: -2.086 3.615 -1.369  -0.407
C: -3.224 1.793 -0.223  0.789
C: -4.411 0.030 0.877  -0.416
C: 3.152 3.015 -0.005  -0.213
C: 0.599 -2.118 0.092  -0.413
C: 1.135 -3.330 -0.665  -0.386
C: 1.170 1.685 0.467  0.581
C: -1.086 -4.551 -0.919  -0.609
C: 1.662 -1.489 0.991  -0.398
C: 0.111 -3.928 -1.630  -0.387
C: 4.535 2.693 -0.551  -0.609
H: -0.238 -3.149 -2.312  0.193
H: -2.569 3.370 -2.316  0.217
H: 1.818 -0.006 2.573  0.191
H: -0.250 -2.410 0.710  0.219
H: -0.756 -5.309 -0.213  0.199
H: 3.006 1.311 1.211  0.391
H: 3.228 3.767 0.792  0.180
H: 2.021 -3.031 -1.232  0.196
H: 2.093 -2.256 1.637  0.207
H: -2.662 4.403 -0.883  0.212
H: 1.443 -4.096 0.051  0.191
H: 0.237 -0.818 2.463  0.255
H: 0.604 -4.696 -2.230  0.198
H: -4.868 -0.316 -0.050  0.211
H: 2.464 -1.070 0.378  0.197
H: -1.654 -3.800 -0.378  0.207
H: 4.464 1.959 -1.349  0.214
H: 2.505 3.410 -0.788  0.231
H: -1.749 -5.022 -1.642  0.209
H: -5.088 0.737 1.356  0.212
H: 0.248 -1.374 -0.628  0.199
H: 4.996 3.594 -0.946  0.217
H: -4.207 -0.810 1.538  0.242
H: 5.175 2.293 0.233  0.199
H: -1.062 3.937 -1.530  0.232

Values from the calculation:
- E_LUMO: 0.591 eV
- Energy relative to the best compared isomer or geometry (same formula, charge and spin): 7.5 kcal per mole
- Charge: 0
- M: 307.40 g mol⁻¹
- Structure (SMILES): CCCCCCn1c(NCC)nc2c1c(=O)n(C)c(=O)n2C
- Energy: -27508.5947 eV

[6]
C15H25NO | ωB97M-V/def2-TZVPD

Last column: natural (NBO) charge in e.
Positions of all 42 atoms, in Å:
O: 0.642 0.887 -0.392  -0.496
N: 2.869 -0.336 1.048  -0.459
C: -3.798 -1.610 -1.470  -0.596
C: -3.777 -0.198 -2.057  -0.258
C: 1.550 1.641 0.376  -0.070
C: 2.713 -0.210 2.490  -0.224
C: -3.377 1.831 -0.620  -0.282
C: 3.571 -2.695 0.990  -0.613
C: 3.922 -1.250 0.650  -0.199
C: 1.380 -0.792 2.959  -0.605
C: -0.666 1.263 -0.416  0.323
C: -2.868 0.705 -1.258  0.114
C: -1.516 0.433 -1.146  -0.295
C: 2.903 0.928 0.348  -0.217
C: -3.354 -0.228 -3.527  -0.595
C: -1.188 2.388 0.213  -0.324
C: -2.542 2.659 0.105  -0.178
H: 2.769 0.846 2.784  0.181
H: 4.038 -1.172 -0.434  0.194
H: -4.498 -2.236 -2.019  0.206
H: 3.532 -0.726 3.005  0.186
H: -4.430 2.061 -0.694  0.208
H: 3.535 -2.852 2.065  0.199
H: -3.340 0.780 -3.938  0.212
H: -4.051 -0.829 -4.108  0.206
H: -2.360 -0.654 -3.633  0.202
H: -2.812 -2.065 -1.526  0.202
H: 2.600 -2.941 0.569  0.214
H: 1.339 -1.857 2.755  0.208
H: -0.559 3.057 0.779  0.217
H: 1.192 1.743 1.407  0.174
H: 0.554 -0.320 2.434  0.209
H: 4.319 -3.363 0.571  0.210
H: -1.076 -0.430 -1.621  0.217
H: 3.663 1.621 0.758  0.164
H: -2.945 3.533 0.595  0.211
H: 1.255 -0.634 4.029  0.201
H: -4.793 0.209 -2.003  0.199
H: 4.892 -0.987 1.112  0.156
H: -4.103 -1.581 -0.426  0.212
H: 3.146 0.733 -0.698  0.208
H: 1.669 2.648 -0.054  0.178

Values from the calculation:
- E_LUMO: 0.973 eV
- Energy relative to the best compared isomer or geometry (same formula, charge and spin): 0.4 kcal per mole
- Charge: 0
- M: 235.37 g mol⁻¹
- Structure (SMILES): CCN(CC)CCOc1cccc(C(C)C)c1
- Energy: -19498.0020 eV